No. 1
{
  "formula": "C17H18ClF6IN3O4PtS2Si",
  "method": "wB97M-V/def2-TZVPD",
  "total_charge": -1,
  "s_squared": 2.015,
  "total_energy_ha": -3686.0753,
  "e_lumo_ev": [1.90, 1.89],
  "gap_ev": [5.552, 7.335],
  "spin_multiplicity": 3,
  "relative_energy_kcal_mol": 9.4,
  "molar_mass_g_mol": 891.991,
  "elements": ["Pt", "F", "C", "F", "F", "S", "O", "O", "N", "S", "O", "O", "C", "F", "F", "F", "Cl", "C", "C", "C", "C", "C", "C", "C", "H", "H", "H", "H", "H", "H", "C", "Si", "C", "C", "C", "C", "H", "H", "H", "H", "H", "H", "H", "H", "H", "I", "C", "C", "N", "N", "C", "H", "H", "H"],
  "positions_angstrom": [[0.1252, 0.0822, 0.7696], [2.2403, -2.3288, 5.3405], [2.2955, -1.2284, 4.6002], [3.1538, -1.4174, 3.5977], [2.7543, -0.2307, 5.3602], [0.6112, -0.7803, 3.9797], [0.7248, 0.6317, 3.6993], [-0.3239, -1.1818, 4.9865], [0.6051, -1.6710, 2.6479], [-0.7315, -2.4643, 2.1888], [-1.6822, -1.6237, 1.4927], [-1.2255, -3.3952, 3.1568], [0.0779, -3.5542, 0.9318], [-0.8890, -4.1881, 0.2788], [0.8377, -2.9048, 0.0649], [0.8310, -4.4499, 1.5754], [-6.6773, 0.3010, 0.8295], [-4.9994, 0.8001, 0.8660], [-4.3695, 1.0035, 2.0813], [-3.0465, 1.4132, 2.1020], [-2.3223, 1.6261, 0.9210], [-0.9192, 2.0312, 0.9488], [-2.9892, 1.3932, -0.2924], [-4.3119, 0.9860, -0.3238], [-4.9111, 0.8338, 3.0032], [-2.5437, 1.5528, 3.0541], [-0.5780, 2.4366, 1.9006], [-0.5589, 2.5699, 0.0809], [-2.4313, 1.5047, -1.2171], [-4.8132, 0.8028, -1.2664], [-0.4162, -1.4741, -4.9346], [0.2132, 0.1578, -4.2715], [1.9229, 0.4628, -4.9735], [-0.9024, 1.5231, -4.9022], [0.2376, 0.1221, -2.4745], [0.2166, 0.0529, -1.2516], [-0.4235, -1.4962, -6.0284], [-1.4343, -1.6571, -4.5773], [0.2120, -2.2950, -4.5754], [1.8970, 0.4322, -6.0676], [2.6334, -0.2937, -4.6261], [2.2998, 1.4433, -4.6669], [-0.9415, 1.5114, -5.9966], [-0.5366, 2.5032, -4.5819], [-1.9214, 1.4051, -4.5208], [6.3705, 0.1937, 0.3640], [4.4550, 0.7406, 0.8975], [4.0738, 1.3737, 2.0575], [2.7457, 1.5474, 1.9655], [2.2418, 1.0486, 0.8308], [3.2693, 0.5387, 0.1708], [4.6455, 1.6952, 2.9136], [2.0978, 1.8390, 2.6818], [3.1108, 0.0749, -0.7911]],
  "forces_ev_per_a": [[0.3, 1.0, -0.9], [0.1, -0.1, 0.0], [-0.1, 0.0, -0.1], [0.0, 0.0, 0.1], [0.1, 0.1, 0.1], [-0.2, -0.4, -0.2], [0.0, -0.1, 0.0], [0.1, 0.1, 0.0], [-0.8, 0.6, 0.1], [0.3, -0.3, 0.5], [0.3, -0.1, 0.1], [-0.1, 0.1, 0.0], [0.1, 0.2, 0.3], [-0.1, -0.2, -0.1], [0.0, 0.0, -0.1], [0.0, 0.0, -0.1], [0.0, 0.0, 0.0], [0.1, 0.0, -0.1], [0.0, 0.0, 0.1], [0.0, 0.0, 0.1], [-0.1, 0.2, 0.0], [0.2, -0.8, 0.2], [0.0, 0.0, -0.1], [0.0, 0.0, 0.0], [0.0, 0.0, 0.0], [-0.1, 0.0, 0.0], [-0.1, 0.1, -0.1], [-0.1, 0.1, 0.0], [-0.1, 0.0, 0.0], [0.0, 0.0, 0.0], [-0.1, -0.2, 0.0], [0.0, 0.0, -0.2], [0.2, 0.0, 0.0], [-0.1, 0.1, 0.0], [0.1, 0.0, 0.4], [-0.1, -0.2, 0.0], [0.0, 0.0, 0.0], [0.1, 0.0, 0.0], [-0.1, 0.0, 0.0], [0.0, 0.0, 0.0], [-0.1, 0.1, 0.0], [0.0, -0.1, 0.0], [0.0, 0.0, 0.1], [0.0, -0.1, 0.0], [0.1, 0.0, 0.0], [-0.1, 0.0, 0.0], [0.0, -0.1, -0.1], [0.0, 0.1, 0.0], [0.0, 0.1, 0.1], [0.1, -0.4, 0.3], [0.1, 0.2, -0.2], [-0.1, 0.0, -0.1], [0.0, -0.1, 0.1], [0.0, 0.0, 0.1]],
  "mulliken_spin": [0.962, 0.000, -0.002, 0.000, 0.000, 0.004, 0.008, 0.003, 0.024, 0.036, 0.037, 0.002, -0.013, 0.000, 0.012, -0.001, 0.006, 0.087, -0.042, 0.082, -0.051, 0.337, 0.080, -0.049, -0.002, 0.002, 0.005, -0.006, 0.016, -0.002, -0.002, -0.001, -0.001, 0.001, 0.114, 0.260, 0.000, 0.000, 0.000, 0.000, 0.000, 0.000, 0.000, 0.000, 0.000, 0.003, 0.004, 0.007, -0.004, 0.082, 0.014, 0.001, -0.004, -0.011]
}


No. 2
{
  "formula": "C17H18F2N2O3",
  "method": "wB97M-V/def2-TZVPD",
  "total_charge": 0,
  "total_energy_ha": -1193.5109,
  "e_lumo_ev": 0.78,
  "gap_ev": 9.824,
  "relative_energy_kcal_mol": 0.8,
  "smiles": "O=C(c1cc(COc2c(F)cccc2F)on1)N1CCCCCC1",
  "molar_mass_g_mol": 336.338,
  "elements": ["O", "C", "C", "C", "C", "C", "O", "C", "C", "F", "C", "C", "C", "C", "F", "O", "N", "N", "C", "C", "C", "C", "C", "C", "H", "H", "H", "H", "H", "H", "H", "H", "H", "H", "H", "H", "H", "H", "H", "H", "H", "H"],
  "positions_angstrom": [[3.1754, 1.4224, 1.4691], [1.9606, 1.5733, 1.4792], [1.2001, 1.1183, 0.2807], [1.8669, 0.5792, -0.8527], [0.8554, 0.2751, -1.7147], [0.8611, -0.3215, -3.0873], [-0.4240, -0.6388, -3.5673], [-1.2168, -1.5065, -2.8897], [-0.8688, -2.3739, -1.8548], [0.4060, -2.4225, -1.3944], [-1.7872, -3.2183, -1.2553], [-3.0984, -3.2329, -1.6862], [-3.4872, -2.3982, -2.7208], [-2.5581, -1.5590, -3.2964], [-2.9410, -0.7488, -4.2988], [-0.3175, 0.5985, -1.1503], [-0.0963, 1.1160, 0.0778], [1.3284, 2.1436, 2.5231], [-0.0914, 2.3708, 2.6482], [-0.6523, 1.9000, 3.9981], [0.0004, 0.6159, 4.5158], [1.2450, 0.8862, 5.3634], [2.4578, 1.3477, 4.5595], [2.1655, 2.5367, 3.6424], [2.9204, 0.4486, -0.9682], [1.2420, 0.4146, -3.8042], [1.5301, -1.1921, -3.1009], [-1.4472, -3.8570, -0.4560], [-3.8139, -3.8909, -1.2213], [-4.5014, -2.3830, -3.0852], [-0.5893, 1.8396, 1.8388], [-0.2935, 3.4437, 2.5288], [-1.7230, 1.7398, 3.8621], [-0.5388, 2.6811, 4.7524], [0.2555, -0.0333, 3.6764], [-0.7225, 0.0831, 5.1374], [1.5162, -0.0277, 5.8967], [0.9998, 1.6412, 6.1153], [2.8250, 0.5307, 3.9362], [3.2581, 1.6242, 5.2483], [1.6691, 3.3417, 4.1853], [3.1110, 2.9060, 3.2352]],
  "forces_ev_per_a": [[0.1, -0.2, -0.2], [0.0, 0.3, 0.4], [-0.2, -0.4, -1.0], [-0.6, -0.1, -0.4], [0.8, 0.2, 0.6], [0.3, 0.1, -0.1], [-0.2, -0.1, 0.0], [-0.3, -0.2, 0.0], [-0.1, -0.1, 0.0], [-0.1, 0.1, -0.2], [0.1, 0.1, 0.0], [0.1, 0.1, 0.0], [0.1, 0.1, -0.1], [0.1, 0.0, 0.1], [0.1, -0.1, 0.1], [0.1, -0.2, -0.7], [0.0, 0.3, 0.8], [0.1, 0.0, 0.1], [-0.6, 0.1, 0.0], [0.1, -0.1, -0.2], [-0.1, 0.2, 0.3], [0.1, -0.2, -0.2], [-0.2, 0.2, 0.1], [0.6, -0.1, 0.1], [0.3, 0.0, 0.0], [-0.1, -0.1, 0.1], [-0.1, 0.2, 0.0], [0.1, 0.0, 0.1], [-0.1, -0.1, 0.0], [-0.1, 0.0, -0.1], [0.0, 0.2, 0.3], [0.0, -0.1, -0.1], [0.0, 0.1, 0.0], [-0.1, 0.0, 0.0], [0.0, -0.1, 0.0], [0.0, 0.0, -0.1], [0.0, 0.0, 0.1], [0.0, 0.0, 0.1], [0.1, 0.0, 0.0], [0.1, 0.0, 0.0], [0.0, 0.0, 0.0], [-0.2, 0.1, 0.1]],
  "nbo_charge": [-0.628, 0.645, 0.053, -0.318, 0.293, -0.106, -0.460, 0.167, 0.340, -0.327, -0.278, -0.199, -0.283, 0.379, -0.308, -0.259, -0.128, -0.410, -0.233, -0.412, -0.406, -0.392, -0.405, -0.226, 0.256, 0.221, 0.210, 0.234, 0.222, 0.234, 0.255, 0.189, 0.218, 0.194, 0.202, 0.211, 0.209, 0.190, 0.215, 0.209, 0.195, 0.235]
}


No. 3
{
  "formula": "C17H18F4N5PdSe",
  "method": "wB97M-V/def2-TZVPD",
  "total_charge": 1,
  "total_energy_ha": -3860.8735,
  "e_lumo_ev": [-4.84, -4.48],
  "gap_ev": [5.885, 6.522],
  "relative_energy_kcal_mol": 0.0,
  "molar_mass_g_mol": 553.738,
  "elements": ["Pd", "C", "C", "N", "C", "C", "C", "C", "N", "C", "C", "F", "C", "F", "C", "C", "F", "C", "F", "H", "H", "H", "H", "H", "H", "H", "H", "H", "H", "H", "H", "H", "H", "H", "Se", "N", "C", "C", "C", "C", "N", "C", "N", "H", "H", "H"],
  "positions_angstrom": [[0.9269, 0.0209, 0.6878], [1.2854, -3.0277, 2.1153], [0.1847, -2.9325, 1.0724], [0.4736, -2.0084, -0.0528], [-0.6908, -1.9378, -0.9748], [-0.9398, -3.1645, -1.8429], [1.7385, -2.3387, -0.7383], [2.1307, -1.2034, -1.6561], [2.2184, 0.0117, -0.8518], [2.4736, 1.2051, -1.4634], [2.5176, 2.3606, -0.6510], [2.2076, 2.2497, 0.6547], [2.8466, 3.5999, -1.1448], [2.8633, 4.6413, -0.3144], [3.1441, 3.7750, -2.4830], [3.0955, 2.6687, -3.3089], [3.3693, 2.7965, -4.6041], [2.7577, 1.4186, -2.8305], [2.7426, 0.4046, -3.7007], [0.8740, -3.4762, 3.0195], [1.6846, -2.0438, 2.3756], [2.1109, -3.6602, 1.7924], [-0.7339, -2.5663, 1.5318], [-0.0273, -3.9310, 0.6780], [-0.5639, -1.0622, -1.6122], [-1.5596, -1.7418, -0.3447], [-0.1507, -3.3151, -2.5791], [-1.8694, -3.0182, -2.3926], [-1.0473, -4.0780, -1.2596], [1.6642, -3.2786, -1.2919], [2.5085, -2.4548, 0.0208], [1.4002, -1.0974, -2.4643], [3.0932, -1.4071, -2.1294], [3.3939, 4.7511, -2.8739], [1.9818, 0.6599, 5.4118], [0.3093, 0.5738, 5.9533], [-0.4250, 0.3933, 4.8720], [-1.8475, 0.2801, 4.8492], [-2.4401, 0.1055, 3.6418], [-1.6476, 0.0399, 2.4591], [-0.3434, 0.1246, 2.4245], [0.2935, 0.3114, 3.6285], [1.6022, 0.4218, 3.7002], [-2.4095, 0.3383, 5.7714], [-3.5125, 0.0152, 3.5477], [-2.1419, -0.0879, 1.5025]],
  "forces_ev_per_a": [[0.2, -0.3, -0.7], [0.0, 0.0, 0.0], [0.0, -0.1, 0.0], [0.1, 0.6, 0.4], [-0.1, 0.1, -0.1], [0.0, 0.0, 0.0], [0.3, 0.1, -0.2], [-0.2, 0.1, -0.1], [-0.2, -0.7, 0.7], [-0.1, 0.6, -0.1], [0.1, -0.1, -0.7], [-0.2, -0.3, 0.4], [0.0, 0.0, -0.1], [0.0, 0.0, 0.0], [0.0, 0.0, -0.1], [0.0, 0.2, 0.2], [0.0, 0.0, -0.1], [-0.1, 0.0, 0.4], [0.0, -0.1, -0.1], [0.0, 0.0, 0.0], [0.0, 0.0, 0.0], [0.0, 0.0, 0.0], [0.0, 0.0, 0.0], [0.0, 0.0, -0.1], [0.0, 0.0, 0.0], [0.0, 0.0, 0.0], [0.0, 0.0, 0.0], [0.0, 0.0, 0.0], [0.0, 0.0, 0.0], [-0.1, 0.0, 0.1], [0.0, 0.0, 0.0], [0.0, -0.1, 0.0], [0.0, -0.1, 0.0], [0.0, 0.0, 0.0], [0.0, 0.0, -0.1], [0.0, 0.0, 0.0], [-0.3, 0.0, 0.0], [0.1, 0.0, 0.0], [0.1, 0.0, 0.0], [0.0, 0.0, -0.1], [0.1, -0.1, -0.1], [0.2, 0.0, 0.2], [0.0, 0.0, 0.0], [0.0, 0.0, 0.0], [0.0, 0.0, 0.0], [0.0, 0.0, 0.0]],
  "nbo_charge": [0.862, -0.637, -0.223, -0.406, -0.225, -0.644, -0.248, -0.259, -0.538, 0.092, 0.276, -0.309, 0.357, -0.289, -0.325, 0.357, -0.285, 0.280, -0.299, 0.237, 0.219, 0.223, 0.202, 0.206, 0.213, 0.202, 0.218, 0.242, 0.217, 0.216, 0.228, 0.196, 0.239, 0.264, 1.084, -0.571, 0.053, -0.095, -0.272, 0.123, -0.509, 0.253, -0.636, 0.253, 0.248, 0.211]
}


No. 4
{
  "formula": "C17H18FNOS",
  "method": "wB97M-V/def2-TZVPD",
  "total_charge": 0,
  "total_energy_ha": -1286.6868,
  "e_lumo_ev": 0.61,
  "gap_ev": 9.244,
  "relative_energy_kcal_mol": 0.9,
  "smiles": "Cc1ccc(CSCC(=O)NCc2ccc(F)cc2)cc1",
  "molar_mass_g_mol": 303.402,
  "elements": ["C", "C", "C", "C", "C", "C", "S", "C", "C", "O", "N", "C", "C", "C", "C", "C", "F", "C", "C", "C", "C", "H", "H", "H", "H", "H", "H", "H", "H", "H", "H", "H", "H", "H", "H", "H", "H", "H", "H"],
  "positions_angstrom": [[-5.3274, 1.4391, -0.9643], [-4.0059, 1.0676, -0.3645], [-2.9135, 0.7711, -1.1683], [-1.6888, 0.4462, -0.6132], [-1.5293, 0.4166, 0.7667], [-0.2237, 0.0313, 1.3743], [-0.2474, -1.7161, 1.9481], [-0.4955, -2.5594, 0.3556], [0.6485, -2.2907, -0.6091], [0.4598, -2.0004, -1.7710], [1.8705, -2.4289, -0.0542], [3.0699, -1.9715, -0.7318], [3.2885, -0.5098, -0.4299], [4.0527, -0.1157, 0.6610], [4.1711, 1.2219, 0.9938], [3.5049, 2.1582, 0.2246], [3.6102, 3.4638, 0.5476], [2.7330, 1.7953, -0.8645], [2.6300, 0.4542, -1.1863], [-2.6224, 0.7062, 1.5759], [-3.8423, 1.0299, 1.0161], [-5.4105, 1.0681, -1.9830], [-5.4324, 2.5244, -0.9887], [-6.1476, 1.0376, -0.3729], [-3.0202, 0.7877, -2.2433], [-0.8552, 0.2077, -1.2577], [-0.0106, 0.6018, 2.2776], [0.6033, 0.1344, 0.6711], [-0.5539, -3.6227, 0.5884], [-1.4367, -2.2290, -0.0847], [1.9138, -2.5267, 0.9516], [3.9141, -2.5772, -0.3968], [2.9077, -2.1211, -1.8016], [4.5629, -0.8591, 1.2559], [4.7638, 1.5424, 1.8358], [2.2255, 2.5530, -1.4401], [2.0264, 0.1456, -2.0265], [-2.5112, 0.6698, 2.6503], [-4.6822, 1.2543, 1.6580]],
  "forces_ev_per_a": [[0.0, 0.1, 0.0], [0.0, -0.1, -0.1], [-0.1, 0.0, 0.0], [0.1, 0.1, 0.2], [0.0, 0.1, -0.1], [0.1, -0.6, 0.1], [-0.1, 0.0, 0.1], [-0.1, 0.4, 0.3], [-0.2, -0.3, 0.5], [-0.1, 0.2, -0.5], [0.4, -0.3, 0.1], [-0.1, 0.1, -0.1], [0.1, -0.1, -0.1], [-0.1, 0.0, -0.2], [-0.1, 0.3, 0.0], [0.0, -0.1, 0.0], [0.0, -0.1, 0.0], [0.1, 0.2, 0.1], [0.1, 0.0, 0.0], [0.0, 0.0, -0.1], [0.0, 0.0, 0.0], [-0.1, 0.0, -0.1], [-0.1, 0.1, 0.0], [-0.1, 0.0, 0.0], [0.0, 0.0, -0.1], [0.1, 0.0, -0.1], [0.1, 0.0, 0.0], [0.0, 0.2, 0.0], [0.0, 0.0, 0.0], [0.1, -0.1, -0.1], [-0.1, 0.1, -0.1], [0.0, 0.0, -0.1], [0.1, 0.0, 0.1], [0.1, -0.1, 0.1], [0.1, 0.1, 0.1], [0.0, 0.1, 0.0], [-0.1, 0.0, -0.1], [0.0, 0.0, 0.1], [-0.1, 0.0, 0.1]],
  "nbo_charge": [-0.626, -0.019, -0.218, -0.159, -0.081, -0.527, 0.184, -0.636, 0.668, -0.631, -0.619, -0.245, -0.046, -0.197, -0.276, 0.390, -0.324, -0.267, -0.203, -0.186, -0.213, 0.216, 0.220, 0.216, 0.208, 0.218, 0.238, 0.228, 0.252, 0.253, 0.408, 0.207, 0.236, 0.213, 0.231, 0.232, 0.238, 0.209, 0.208]
}


No. 5
{
  "formula": "C17H18N2O5",
  "method": "wB97M-V/def2-TZVPD",
  "total_charge": 0,
  "total_energy_ha": -1144.2079,
  "e_lumo_ev": -0.25,
  "gap_ev": 8.474,
  "relative_energy_kcal_mol": 124.3,
  "smiles": "O=C(c1ccc(COc2ccccc2[N+](=O)[O-])o1)N1CCCCC1",
  "molar_mass_g_mol": 330.340,
  "elements": ["O", "C", "C", "C", "C", "C", "C", "O", "C", "C", "C", "C", "C", "C", "N", "O", "O", "O", "N", "C", "C", "C", "C", "C", "H", "H", "H", "H", "H", "H", "H", "H", "H", "H", "H", "H", "H", "H", "H", "H", "H", "H"],
  "positions_angstrom": [[0.7719, 0.1171, -2.2789], [1.0871, 0.6750, -1.2397], [0.1443, 1.6425, -0.6110], [0.2671, 2.9259, -0.1478], [-1.0345, 3.3479, 0.2076], [-1.8633, 2.3032, -0.0818], [-3.3253, 2.0681, 0.1362], [-3.5064, 0.8764, 0.8886], [-3.2938, -0.2937, 0.2308], [-4.0864, -0.6746, -0.8516], [-3.8924, -1.8861, -1.4841], [-2.8903, -2.7492, -1.0634], [-2.0811, -2.3853, -0.0096], [-2.2759, -1.1700, 0.6404], [-1.3505, -0.8064, 1.6735], [-1.6599, 0.0376, 2.4833], [-0.2698, -1.3709, 1.6613], [-1.1532, 1.2769, -0.5889], [2.2824, 0.4981, -0.6418], [2.6452, 0.9157, 0.6935], [2.8590, -0.3028, 1.5961], [3.8999, -1.2389, 0.9920], [3.4571, -1.6401, -0.4114], [3.2489, -0.3885, -1.2604], [1.1670, 3.5023, -0.0781], [-1.3142, 4.2954, 0.6190], [-3.7460, 2.8721, 0.7410], [-3.8544, 2.0109, -0.8249], [-4.8715, -0.0111, -1.1821], [-4.5280, -2.1605, -2.3123], [-2.7391, -3.6932, -1.5620], [-1.2806, -3.0245, 0.3310], [1.8605, 1.5443, 1.1105], [3.5722, 1.4999, 0.6319], [3.1741, 0.0382, 2.5831], [1.9119, -0.8336, 1.7024], [4.0144, -2.1239, 1.6193], [4.8680, -0.7331, 0.9406], [4.2022, -2.2803, -0.8857], [2.5160, -2.1891, -0.3519], [2.8711, -0.6460, -2.2510], [4.1960, 0.1543, -1.3637]],
  "forces_ev_per_a": [[-0.2, -0.1, 0.0], [-0.2, 0.0, -0.2], [0.4, 0.8, 0.2], [0.1, -0.8, -0.3], [-0.6, -0.4, -0.2], [-0.1, 0.8, 0.4], [0.4, 0.0, -0.4], [-0.4, -0.1, 0.0], [0.2, -0.4, 0.0], [0.0, 0.2, 0.2], [0.1, 0.0, 0.0], [-0.1, 0.0, 0.0], [0.1, 0.1, 0.2], [-0.9, -0.2, -0.8], [0.5, 0.2, 0.5], [0.0, 0.0, 0.2], [0.3, -0.2, 0.0], [-0.2, -0.2, -0.2], [0.2, 0.1, 0.0], [-0.1, 0.0, 0.6], [0.2, 0.1, -0.1], [-0.2, -0.1, 0.0], [0.2, 0.2, 0.0], [0.0, -0.3, -0.4], [0.2, 0.0, 0.0], [-0.1, 0.2, 0.1], [0.1, 0.0, -0.2], [0.0, 0.0, 0.2], [-0.1, 0.1, 0.0], [-0.1, 0.0, -0.1], [0.0, -0.1, 0.0], [0.0, 0.0, 0.0], [0.2, 0.0, -0.1], [-0.1, 0.0, 0.0], [0.0, 0.0, 0.1], [0.0, 0.1, 0.1], [0.1, 0.0, 0.0], [0.1, 0.0, 0.0], [0.0, 0.0, 0.0], [0.0, -0.1, -0.1], [0.1, 0.1, 0.1], [0.0, 0.0, 0.0]],
  "nbo_charge": [-0.614, 0.630, 0.189, -0.275, -0.299, 0.255, -0.100, -0.483, 0.327, -0.276, -0.145, -0.236, -0.165, 0.027, 0.519, -0.349, -0.414, -0.393, -0.417, -0.216, -0.420, -0.397, -0.406, -0.225, 0.232, 0.231, 0.219, 0.189, 0.224, 0.219, 0.223, 0.245, 0.227, 0.184, 0.209, 0.232, 0.211, 0.189, 0.210, 0.208, 0.248, 0.184]
}